9
Properties=species:S:1:pos:R:3:nbo_charge:R:1 method="wB97M-V/def2-TZVPD" lumo_ev="-1.22 / -1.13" total_charge=0 de_lowest_ev=2.8369 gap_ev="8.2 / 7.4"
C 0.16 -1.20 -0.48 -0.16
C -0.05 -0.01 0.28 0.57
N -0.13 -1.28 -1.69 -0.11
N -0.36 1.18 -0.40 -0.42
N -0.26 1.68 -1.60 -0.38
O -0.03 -0.05 1.47 -0.51
I 1.31 1.32 -2.70 0.36
H 0.63 -2.09 0.04 0.24
H -0.91 1.76 0.24 0.40